The following is a quantum chemistry calculation of a cluster of 8 separate species, C28H78N6O10 in total at a distorted geometry, from the Open Molecules 2025 dataset.

Values from the calculation:
SMILES: COC[C@H](C)N.COC[C@H](C)N.COC[C@H](C)N.COC[C@H](C)N.COC[C@H](C)N.COC[C@H](C)N.OCCO.OCCO
DFT total energy in a.u.: -2194.38142
Molar mass in u: 658.96
Spin multiplicity: 1
Energy relative to the best compared isomer or geometry (same formula, charge and spin) in eV: 4.6759
Maximum force in Eh/bohr: 0.034

Each line ends with the Löwdin charge.
Positions of all 122 atoms, in Å:
O (-1.3320, -4.6863, -2.6932)  -0.175
O (0.8888, 2.0585, -1.6620)  -0.116
O (-3.2124, 2.9734, 1.1201)  -0.054
O (5.6145, -1.5292, -1.7076)  -0.202
O (-5.2509, 3.3216, -2.4594)  -0.212
O (-3.4463, 5.8310, 0.1893)  -0.056
O (-1.8538, 0.1846, 4.1266)  -0.197
O (-0.1366, -4.4080, 3.2426)  -0.188
O (5.4540, 3.0330, -0.7339)  -0.203
O (0.3257, -1.0156, 0.2120)  -0.114
N (-2.5165, -6.0046, 4.2272)  0.032
N (3.2081, 3.3579, -2.4309)  0.035
N (-1.5438, -0.0152, 7.0073)  0.037
N (3.0090, -2.9371, 0.5900)  0.051
N (-3.5367, 1.2519, -2.9717)  0.053
N (-2.2526, -1.5200, -1.0109)  0.056
C (5.1542, 4.7365, -3.0107)  -0.065
C (0.4397, -3.1075, 3.2845)  -0.102
C (-0.0755, -5.3157, -2.7997)  -0.114
C (-1.8456, 2.7049, -3.9260)  -0.042
C (-1.4057, -3.7470, -1.6343)  -0.198
C (-2.0538, -5.7496, 2.8438)  -0.423
C (-1.4655, -4.3317, 2.7329)  -0.213
C (-2.1015, 1.1607, 6.3049)  -0.420
C (5.3894, -2.5511, 1.0411)  -0.054
C (-2.1944, 3.7103, 0.4555)  -0.245
C (5.6717, 2.1264, 0.3464)  -0.069
C (5.4117, 2.4293, -2.0031)  -0.207
C (1.0754, 0.6992, -1.2845)  -0.232
C (-2.2769, 5.2015, 0.6845)  -0.243
C (-6.4492, 4.0214, -2.6786)  -0.101
C (-4.1501, 3.6747, -3.2521)  -0.206
C (-3.1839, -5.9792, 1.8499)  -0.067
C (0.4576, 0.3829, 0.0730)  -0.255
C (5.7528, -1.5344, -3.1014)  -0.132
C (4.4923, -2.3096, -1.2920)  -0.218
C (-1.4441, 1.2801, 4.9406)  -0.216
C (-1.4654, -1.8425, -3.3391)  -0.046
C (-3.0652, 2.6216, -3.0005)  -0.432
C (-1.8977, 2.4294, 7.1296)  -0.058
C (-2.1101, -2.4869, -2.1379)  -0.409
C (4.5699, 3.3292, -2.9219)  -0.413
C (-1.4377, 0.2806, 2.7867)  -0.113
C (4.1886, -2.1812, 0.1818)  -0.442
H (-0.5228, 0.8806, 0.0870)  0.104
H (-4.0095, 2.9865, 0.5835)  0.078
H (-1.4213, -2.5526, -4.1649)  0.083
H (0.3215, -2.5533, 2.3518)  0.061
H (6.1922, -1.8483, 0.7839)  0.071
H (4.9178, -1.0148, -3.6007)  0.085
H (-2.2048, 5.3741, 1.7667)  0.120
H (-1.7894, -5.5522, 4.7770)  0.066
H (-4.3760, 3.6581, -4.3309)  0.132
H (-0.3443, 1.2793, 4.9560)  0.133
H (-3.0122, -1.9289, -0.4740)  0.089
H (-1.3801, -3.9577, 1.7031)  0.109
H (-0.4764, 0.7987, 2.6757)  0.077
H (-0.7073, 0.2567, 7.5170)  0.058
H (-1.4116, 5.6586, 0.1968)  0.122
H (-6.2324, 4.9841, -3.1637)  0.088
H (-0.4464, -3.4539, -1.1924)  0.118
H (-3.5424, -6.9972, 2.0072)  0.077
H (-2.9756, -5.8388, 0.7886)  0.060
H (4.5634, 5.2804, -3.7568)  0.075
H (3.6090, -2.0804, -1.9083)  0.120
H (-1.9386, 2.0779, -4.8136)  0.076
H (0.0705, -2.5612, 4.1593)  0.083
H (-1.6909, 3.7397, -4.2492)  0.080
H (1.5049, -3.2409, 3.4795)  0.084
H (5.7138, -2.5555, -3.5081)  0.088
H (5.1162, 5.2304, -2.0417)  0.079
H (3.2267, 3.4443, -1.4137)  0.096
H (-2.1180, -3.6430, 3.2843)  0.129
H (-3.4019, -5.5762, 4.4675)  0.065
H (-2.0978, 0.8497, 2.1238)  0.076
H (6.4332, 2.3336, -2.3878)  0.131
H (-3.1292, -2.7650, -2.4408)  0.138
H (2.1548, 0.5022, -1.1971)  0.111
H (2.6660, 4.1706, -2.7086)  0.096
H (-1.8180, 3.3552, 6.5596)  0.074
H (-3.9964, -5.2709, 2.0451)  0.078
H (5.1851, -2.4863, 2.1047)  0.075
H (3.8793, -1.1451, 0.3523)  0.129
H (-1.0187, 2.3190, 7.7645)  0.071
H (-7.0546, 3.5556, -3.4700)  0.089
H (-1.1781, -0.6652, 6.3161)  0.056
H (0.9984, 0.8207, 0.9103)  0.116
H (-0.5002, -1.2611, -0.2483)  0.027
H (-1.8243, 2.1727, 4.4108)  0.127
H (-2.6508, 2.8583, -2.0140)  0.092
H (-3.8083, 4.6866, -3.0078)  0.130
H (-2.2464, 3.5411, -0.6320)  0.090
H (-2.5882, -0.6360, -1.3886)  0.061
H (4.5954, 2.8821, -3.9201)  0.136
H (-7.0153, 4.1249, -1.7614)  0.086
H (4.7364, -3.3311, -1.6319)  0.127
H (0.8272, -4.7079, -2.7144)  0.084
H (-2.0055, -0.9669, -3.7001)  0.058
H (1.7132, 2.3213, -2.1342)  0.026
H (-0.0442, -6.1905, -2.1397)  0.089
H (-3.7756, 0.8336, -3.8617)  0.077
H (5.3558, 2.6441, 1.2475)  0.088
H (2.9157, -3.8558, 0.1555)  0.077
H (-0.9485, 2.4092, -3.3831)  0.057
H (-0.0080, -5.7587, -3.8008)  0.086
H (-4.3780, 1.2367, -2.4005)  0.074
H (-2.7606, 2.5923, 7.7786)  0.075
H (5.8475, -3.5016, 0.7588)  0.081
H (-4.1306, 5.1625, 0.0806)  0.069
H (-3.1564, 0.9845, 6.0898)  0.135
H (-1.3036, -0.7457, 2.4548)  0.071
H (2.1402, -2.5107, 0.2624)  0.043
H (-1.9744, -4.2049, -0.8152)  0.109
H (0.6613, 0.0820, -2.0879)  0.100
H (5.0457, 1.2419, 0.2062)  0.074
H (6.6761, -1.0078, -3.3311)  0.089
H (4.9516, 1.4334, -1.9744)  0.112
H (-0.4589, -1.4856, -3.0974)  0.069
H (-1.2113, 3.3007, 0.6902)  0.119
H (6.1647, 4.8197, -3.4193)  0.079
H (-1.2296, -6.4459, 2.6967)  0.134
H (6.7300, 1.8656, 0.3739)  0.092

Atomic forces in eV per Å
O 0.8 0.7 0.1
O 0.2 0.0 0.2
O 0.2 0.1 0.1
O -0.5 0.3 0.6
O -0.2 -0.3 0.8
O 0.0 -0.3 -0.3
O -0.1 -0.1 0.5
O -0.6 0.8 0.0
O -0.4 -0.1 0.5
O 0.3 0.0 0.3
N 0.8 -0.1 -0.3
N -0.8 -0.2 0.8
N 0.1 0.0 0.1
N -1.1 -0.6 -0.5
N -0.5 -0.3 1.0
N 0.2 -0.8 -0.4
C -0.1 0.3 -0.7
C 0.7 -0.5 0.8
C -0.2 -1.5 -0.8
C -0.1 0.6 0.0
C -0.5 0.3 0.1
C -0.4 0.8 -0.1
C 0.4 -0.8 -0.4
C 1.1 -0.3 -0.5
C 0.8 0.8 -0.7
C -0.2 0.0 -1.3
C -0.2 0.4 -0.7
C -0.2 0.2 -0.4
C 0.7 0.5 0.0
C 0.5 -0.1 0.8
C 0.2 0.5 -1.6
C 0.3 -0.4 -0.9
C -0.3 -0.1 0.3
C -0.9 0.3 -0.9
C -0.5 0.1 -0.2
C 0.4 -0.5 -1.4
C -0.7 0.4 -1.3
C 0.6 0.1 -0.2
C 1.0 0.2 -0.1
C -0.6 -0.1 0.4
C -0.9 0.4 0.1
C 1.1 0.2 0.0
C 0.6 0.0 -0.2
C -0.4 -0.3 0.2
H -0.1 -0.1 0.1
H 0.0 -0.1 -0.1
H 0.2 0.0 0.1
H -0.2 0.0 0.0
H -0.1 0.1 0.3
H 0.1 0.1 0.2
H 0.0 0.1 -0.1
H -0.3 -0.3 0.5
H -0.4 0.0 0.1
H -0.1 0.3 0.3
H 0.1 0.5 0.5
H -0.3 -0.2 -0.1
H 0.2 -0.2 0.3
H -0.2 0.2 0.1
H -0.1 0.1 0.0
H 0.0 0.3 0.7
H 0.3 -0.2 -0.4
H -0.3 0.1 -0.1
H 0.6 -0.1 0.1
H -0.2 0.2 0.4
H -0.1 0.5 0.2
H -0.2 0.0 0.0
H -0.4 0.3 -0.3
H 0.0 -0.1 -0.1
H 0.0 -0.1 -0.3
H 0.5 0.0 0.1
H 0.0 0.1 0.0
H 0.2 -0.1 -0.1
H 0.2 0.1 0.2
H 0.0 0.2 -0.3
H -0.5 -0.2 0.3
H 0.0 -0.1 -0.2
H 0.1 -0.3 -0.1
H 0.0 -0.2 -0.2
H 0.3 0.0 -0.4
H 0.2 -0.2 -0.3
H -0.1 -0.1 0.2
H -0.1 -0.2 0.0
H 0.4 0.1 0.1
H 0.1 0.2 0.0
H -0.1 -0.5 0.4
H -0.4 -0.1 -0.1
H 0.4 -0.2 -0.1
H -0.3 -0.1 0.1
H 0.4 0.2 0.4
H -0.4 -0.4 -0.2
H 0.1 0.0 0.1
H -0.1 0.1 0.4
H -0.1 0.0 0.0
H -0.1 -0.1 0.0
H 0.0 0.0 0.1
H -0.1 -0.3 0.7
H -0.3 0.5 0.4
H -0.2 0.0 0.2
H -0.4 0.1 0.1
H 0.3 0.3 0.3
H 0.1 0.4 -0.3
H 0.2 0.0 0.1
H 0.8 -0.1 0.2
H 0.0 -0.1 0.0
H -0.2 0.2 0.0
H 0.0 -0.2 -0.1
H 0.1 -0.1 0.2
H -0.5 -0.3 0.2
H -0.1 0.1 0.1
H -0.1 0.0 0.2
H -0.1 0.1 -0.4
H 0.3 0.6 0.3
H -0.1 0.2 0.1
H -0.1 -0.4 0.4
H 0.1 -0.2 0.1
H 0.1 -0.2 -0.2
H 0.0 0.0 0.2
H 0.1 -0.2 -0.1
H -0.1 0.1 0.6
H 0.1 -0.5 0.3
H 0.0 0.0 -0.3
H 0.0 -0.2 0.3

The following is a quantum chemistry calculation of a structure of composition C32H50BrF3N2O22PS at a distorted geometry, from the Open Molecules 2025 dataset.

Values from the calculation:
Charge: +1
DFT total energy in a.u.: -6627.00550
Molar mass in u: 1014.68
Spin multiplicity: 1
Maximum force in Eh/bohr: 0.067

Each line ends with the Löwdin charge.
Positions of all 112 atoms, in Å:
Br (3.8715, 1.3280, -2.3768)  0.774
S (2.2629, -0.6765, -3.7983)  0.817
P (5.2410, -1.3656, -1.3185)  0.835
F (-2.1524, -3.9651, -2.7004)  0.187
F (-1.5559, -3.5193, -0.6350)  0.149
F (-3.0289, -2.2543, -1.6512)  0.191
O (-2.1685, -0.7663, 6.4156)  0.186
O (-2.0418, 6.4777, 0.2846)  0.147
O (5.1555, -2.6163, -2.3681)  -0.280
O (5.6219, 0.5588, -5.7098)  0.048
O (-5.4959, -5.0342, 2.5870)  0.058
O (-6.2110, -3.6610, 4.1883)  0.070
O (0.4341, -1.2116, -0.3976)  0.069
O (-3.5025, 5.2466, 1.4709)  0.056
O (-8.1157, 4.9535, -1.6466)  0.174
O (4.4332, 1.8735, 2.7455)  0.055
O (-4.2433, 6.5586, -0.1729)  0.070
O (-2.0455, -2.6371, 5.1654)  0.065
O (5.5984, -1.6575, -5.3326)  0.133
O (4.4593, -0.3749, 2.7864)  0.140
O (-6.9923, 3.0175, -1.3805)  0.038
O (-8.9131, 3.0393, -2.5160)  0.070
O (7.5375, -0.5216, -5.3703)  0.076
O (1.7297, -2.1320, 1.8837)  -0.107
O (-1.9039, -0.6323, 4.1821)  0.071
O (-0.9394, -2.1177, -2.2877)  0.093
O (-5.2755, -2.8092, 2.3317)  0.146
O (6.3728, 0.7936, 2.9117)  0.072
N (6.1355, -2.0461, -0.0062)  -0.155
N (1.2459, -1.6888, -1.4712)  -0.163
C (-8.0194, 3.7880, -1.8312)  -0.567
C (-6.6971, -4.9620, 4.5420)  -0.105
C (0.3576, -2.6276, -2.2692)  -0.080
C (2.7739, 0.2011, -1.2290)  -0.725
C (-1.5628, -1.5885, 3.1822)  -0.119
C (-7.3412, 1.6452, -1.5948)  -0.115
C (2.3674, -3.4665, -0.0146)  -0.039
C (3.4805, -1.1432, -0.6652)  -0.329
C (0.0197, 2.0514, 0.1507)  -0.212
C (-8.3481, 1.7416, -2.7213)  -0.114
C (1.6049, -3.5657, 2.3946)  0.060
C (7.9027, 0.8002, -5.7915)  -0.100
C (2.5082, -2.2731, -0.9564)  -0.231
C (-0.9844, 2.5510, -0.8774)  -0.241
C (-3.1557, 6.1316, 0.5033)  -0.585
C (2.6253, -3.0357, 1.4047)  -0.346
C (2.3543, 0.9944, -0.0097)  -0.225
C (-5.6296, -3.7446, 2.9752)  -0.594
C (-2.0516, -1.2902, 5.3641)  -0.557
C (-5.8172, -5.8688, 3.7090)  -0.110
C (6.6247, 1.5716, -5.5450)  -0.109
C (-2.1152, -2.8732, 3.7590)  -0.114
C (6.7097, 2.1675, 2.6728)  -0.101
C (-1.9057, -2.9698, -1.8265)  -0.645
C (1.4839, 2.2376, -0.2934)  -0.178
C (1.6220, -0.4308, -2.1185)  -0.521
C (-0.8345, 4.0737, -1.0727)  -0.088
C (5.0368, 0.6685, 2.8149)  -0.577
C (6.2001, -0.6370, -5.4651)  -0.573
C (-5.3629, 5.7521, 0.2258)  -0.108
C (5.4217, 2.8781, 3.0266)  -0.098
C (-4.9309, 5.2574, 1.5880)  -0.110
H (6.4672, 2.3830, -6.2499)  0.137
H (1.8196, 0.3422, 0.6732)  0.107
H (7.5501, 2.4712, 3.2898)  0.137
H (6.9786, 2.2831, 1.6217)  0.135
H (3.0743, -4.2582, -0.2305)  0.148
H (1.5237, 2.4326, -1.3644)  0.076
H (0.6512, -3.7618, 1.9297)  0.094
H (-6.3216, -6.7740, 3.3832)  0.134
H (-0.4760, -1.6170, 3.0653)  0.113
H (1.6846, -3.2333, 3.4159)  0.126
H (5.2474, 3.7682, 2.4290)  0.136
H (6.5664, 1.9651, -4.5283)  0.125
H (-5.2120, 5.9390, 2.3923)  0.134
H (-3.1535, -3.0380, 3.4756)  0.106
H (-0.1067, 2.6459, 1.0545)  0.116
H (-7.8792, 1.7138, -3.7063)  0.134
H (-7.7502, -5.0298, 4.2664)  0.136
H (0.2801, -1.9484, 0.2170)  0.114
H (0.4479, -3.6396, -1.8943)  0.153
H (1.9161, 3.0864, 0.2208)  0.117
H (0.8267, 0.2941, -2.2282)  0.122
H (-5.3069, 4.2641, 1.8184)  0.131
H (-1.5286, -3.7492, 3.4858)  0.126
H (2.9391, -2.7326, -1.8611)  0.136
H (-4.8927, -6.1403, 4.2212)  0.133
H (3.6455, -2.9786, 1.7449)  0.140
H (-7.7759, 1.2451, -0.6774)  0.134
H (-6.4623, 1.0615, -1.8555)  0.130
H (0.7188, -2.6204, -3.2918)  0.113
H (3.6608, -0.8812, 0.3767)  0.081
H (-2.0033, 2.3305, -0.5765)  0.101
H (6.1346, -3.0610, -0.1038)  0.037
H (-2.0168, -1.3312, 2.2264)  0.134
H (-0.1833, 4.2832, -1.9150)  0.075
H (1.3452, -3.8282, 0.0675)  0.111
H (-0.1703, 1.0241, 0.4487)  0.085
H (-6.5979, -5.1322, 5.6101)  0.136
H (8.7427, 1.1679, -5.2095)  0.137
H (5.6925, -1.8245, 0.8843)  0.012
H (8.1834, 0.7728, -6.8449)  0.137
H (1.6778, 0.3414, -4.4379)  -0.078
H (-0.7577, 2.0649, -1.8292)  0.090
H (-0.4236, 4.5335, -0.1815)  0.072
H (-9.1175, 0.9760, -2.6726)  0.134
H (-5.4895, 4.9425, -0.4915)  0.114
H (-1.7912, 4.5499, -1.2252)  0.058
H (5.3607, 3.1408, 4.0830)  0.138
H (-6.2733, 6.3430, 0.2527)  0.135
H (5.3627, -2.3207, -3.2663)  0.021
H (3.2712, 1.2716, 0.5031)  0.099

Atomic forces in eV per Å
Br 0.2 0.7 0.6
S -0.2 -1.6 -0.7
P 1.1 1.3 -0.3
F 0.3 0.6 0.8
F -0.1 0.1 -0.6
F 1.1 -0.7 -0.2
O 0.0 0.1 0.2
O 0.1 0.2 0.0
O -0.5 -0.4 0.5
O 0.1 -0.1 0.0
O 0.0 0.0 0.1
O 0.0 -0.1 0.0
O 0.0 0.1 -0.2
O -0.1 0.0 -0.1
O 0.1 0.2 0.1
O 0.1 -0.1 0.0
O 0.0 -0.1 0.1
O 0.1 0.1 -0.1
O -0.2 -0.3 0.3
O -0.1 -0.3 -0.3
O -0.1 -0.1 -0.1
O 0.1 -0.1 0.1
O -0.1 0.0 -0.1
O -0.2 1.1 -0.6
O 0.1 -0.2 0.0
O -0.2 -0.5 0.2
O 0.2 0.1 -0.1
O -0.1 0.1 0.0
N -1.1 -0.7 -0.4
N -2.1 0.1 1.6
C -0.1 -0.1 -0.1
C -0.1 -0.1 0.1
C 0.3 0.0 -1.2
C 0.1 -2.2 0.2
C 0.0 0.0 -0.2
C 0.0 -0.2 0.0
C 0.0 1.1 1.3
C 0.0 1.2 -0.3
C 0.1 0.4 0.3
C 0.0 -0.2 -0.1
C 0.1 3.4 -0.8
C 0.1 0.2 0.0
C 1.6 -1.4 -1.5
C 0.5 0.6 0.0
C -0.1 0.1 0.1
C -0.4 -1.7 1.0
C -0.4 0.8 0.0
C -0.2 -0.1 0.0
C 0.0 0.0 -0.1
C 0.0 -0.2 0.1
C 0.1 0.3 0.0
C -0.1 -0.2 -0.1
C 0.2 0.2 0.0
C -1.1 0.5 0.0
C -0.1 -0.8 0.0
C 1.6 2.6 -1.4
C 0.0 -0.6 0.0
C 0.1 0.1 0.1
C 0.1 0.3 0.1
C -0.2 0.0 0.0
C 0.1 0.2 0.1
C -0.2 0.0 0.1
H -0.1 -0.1 -0.1
H 0.1 -0.2 0.1
H 0.0 -0.2 0.1
H 0.0 0.0 0.0
H -0.1 -0.2 -0.6
H 0.0 0.3 -0.1
H -0.2 -1.5 0.6
H 0.0 0.1 -0.2
H 0.0 0.1 0.1
H 0.2 -1.7 0.7
H -0.2 -0.1 -0.1
H 0.0 -0.1 0.0
H 0.0 0.0 0.0
H 0.0 0.1 0.0
H -0.2 0.0 0.2
H 0.0 0.0 0.0
H 0.0 0.0 -0.1
H 0.4 -0.1 0.2
H -0.1 0.0 0.5
H 0.1 0.3 -0.1
H -0.7 -0.4 0.5
H 0.2 -0.1 0.0
H 0.0 0.0 0.2
H -0.3 0.1 -0.3
H 0.0 0.1 0.0
H 0.3 0.3 0.1
H 0.0 0.0 0.0
H 0.1 0.2 0.0
H 0.3 0.1 0.0
H -0.3 -0.5 0.3
H -0.1 -0.3 0.0
H 0.2 0.0 0.2
H -0.1 0.2 0.1
H 0.1 0.2 -0.1
H -0.1 -0.4 -0.8
H -0.1 -0.2 -0.1
H 0.1 0.2 0.0
H 0.0 -0.2 0.1
H 0.3 0.1 0.1
H -0.1 -0.1 0.0
H -0.2 0.1 0.3
H -0.4 -0.2 -0.2
H 0.1 0.1 0.1
H -0.1 0.1 0.0
H 0.0 0.0 0.0
H -0.1 0.1 -0.3
H 0.0 -0.1 0.0
H 0.1 0.1 -0.1
H 0.1 0.0 -0.3
H 0.2 0.1 0.0